The following is a quantum chemistry calculation of an isolated molecule of C8H18NO2P in a non-equilibrium geometry, from OMol25.

Geometry (Å):
C 3.2098 -1.6512 0.5150
C 2.6773 -0.1028 0.4016
N 1.8350 0.1547 -0.8641
C 0.3599 0.2790 -0.5201
C -0.4807 -1.1240 -0.6981
P -1.5642 -1.6079 0.7977
C -3.4549 -1.4560 0.3917
C -4.0372 0.0620 0.7835
O -4.1998 0.8649 -0.4434
C 2.2524 1.5826 -1.2618
C 2.0148 2.9061 -0.2858
O 2.8715 1.6981 -2.4412
H 3.8007 -1.9674 -0.4727
H 2.3484 -2.4281 0.6715
H 3.9798 -1.7159 1.4231
H 2.1330 0.3001 1.3587
H 3.6516 0.5694 0.2483
H 0.1827 0.8109 0.5293
H -0.0988 1.0348 -1.3227
H 0.2687 -2.0070 -0.8857
H -1.2043 -0.9991 -1.6313
H -1.3815 -3.0334 1.0974
H -3.6965 -1.5940 -0.7456
H -4.0881 -2.2026 1.0617
H -5.0598 -0.0415 1.3536
H -3.2462 0.5921 1.4841
H -5.0518 1.4138 -0.3606
H 2.0706 3.8743 -0.9428
H 2.9221 2.8857 0.4878
H 0.9855 2.9025 0.2707

LUMO energy: 0.70 eV
Net charge: 0
Gap between HOMO and LUMO: 9.12 eV
Structure (SMILES): CCN(CCPCCO)C(C)=O
Energy above the lowest of the compared OMol25 structures with the same formula, charge and spin: 118.2 kcal per mole

---

The following is a quantum chemistry calculation of a cluster of 2 separate species, C3H6ClN2O2P in total in a non-equilibrium geometry, from OMol25.

Geometry (Å):
C 3.1406 -0.0613 0.3152
C 1.7091 0.0484 0.5008
C 1.0827 0.6350 -0.6802
N 4.2668 -0.1180 0.1395
N -1.0870 -0.7784 -0.6361
O -3.2869 -0.5230 0.6085
O -2.2449 1.3953 -0.5347
P -1.8274 0.2646 0.5185
Cl -0.4507 -2.1914 -0.0345
H 1.4890 0.6079 1.4125
H 1.3423 -0.9985 0.6311
H 0.5411 1.5621 -0.6246
H 1.3348 0.2526 -1.6546
H -3.3890 -1.0949 1.3703
H -2.6204 0.9994 -1.3317

LUMO energy (alpha / beta): -1.64 / -0.65 eV
Net charge: 0
Gap between HOMO and LUMO (alpha / beta): 7.31 / 8.80 eV
Energy above the lowest of the compared OMol25 structures with the same formula, charge and spin: 70.8 kcal per mole

---

The following is a quantum chemistry calculation of a structure of composition C26H46ClCoIN3O2S2Sb in a non-equilibrium geometry, from OMol25.

Geometry (Å):
Co 0.1633 -1.2609 -0.6798
N -0.6731 -0.6488 -4.8470
C -0.7057 -0.8546 -3.5034
S 0.9286 -1.0325 -2.7129
N -1.8075 -0.9255 -2.8397
N -1.6318 -1.0884 -1.4637
C -2.7495 -1.2923 -0.8375
C -2.9100 -1.4616 0.5827
C -4.1772 -1.7768 1.0916
C -4.4039 -1.9072 2.4475
C -3.3395 -1.6985 3.3353
C -2.0847 -1.3738 2.8639
C -1.8223 -1.2455 1.4768
O -0.6526 -0.9225 1.0627
H 0.1587 -0.9988 -5.3175
H -1.5328 -0.7893 -5.3579
H -3.6437 -1.3233 -1.4621
H -4.9930 -1.9182 0.3877
H -5.3907 -2.1578 2.8178
H -3.5020 -1.8004 4.4036
H -1.2531 -1.2273 3.5427
O 0.3785 -5.2055 2.7221
S -0.4027 -4.1997 1.9341
C -2.1155 -4.8371 1.9082
C -2.2479 -5.8829 0.7850
C -0.8866 -6.0128 0.0894
C -0.2475 -4.6384 0.1864
H -2.7722 -3.9784 1.7627
H -2.2818 -5.2381 2.9070
H -2.9921 -5.5368 0.0638
H -2.5921 -6.8435 1.1720
H -0.9856 -6.3438 -0.9466
H -0.2534 -6.7279 0.6194
H -0.8170 -3.8791 -0.3595
H 0.7974 -4.5752 -0.1046
C 0.6393 1.6076 3.0519
C 0.2356 2.6363 1.9926
C 0.6854 4.0265 2.4327
C -1.2860 2.6005 1.8637
Sb 1.0730 1.8660 0.0856
C 0.1062 3.2102 -1.3995
C -1.2438 2.5623 -1.7069
C 0.9461 3.1683 -2.6748
C -0.1096 4.6608 -0.9816
C 3.1739 2.6119 0.1172
C 3.8559 1.9680 -1.0935
C 3.8176 2.0396 1.3811
C 3.3848 4.1207 0.0786
H 0.1459 1.8451 4.0058
H 1.7174 1.6086 3.2260
H 0.3357 0.6017 2.7483
H 0.0603 4.3667 3.2720
H 0.6034 4.7680 1.6369
H 1.7202 4.0148 2.7829
H -1.7377 2.8017 2.8455
H -1.6323 1.6167 1.5338
H -1.6580 3.3556 1.1687
H -1.1238 1.5341 -2.0462
H -1.7457 3.1164 -2.5131
H -1.9064 2.5546 -0.8403
H 1.2022 2.1446 -2.9594
H 1.8669 3.7450 -2.5720
H 0.3732 3.6048 -3.5039
H -0.7760 4.7455 -0.1216
H -0.5736 5.2123 -1.8128
H 0.8290 5.1608 -0.7355
H 3.6113 0.9068 -1.1870
H 4.9467 2.0500 -0.9907
H 3.5755 2.4542 -2.0268
H 3.5767 0.9816 1.5164
H 3.5017 2.5789 2.2775
H 4.9111 2.1239 1.3116
H 2.9300 4.5688 -0.8061
H 4.4632 4.3396 0.0374
H 2.9776 4.6104 0.9634
Cl 2.8933 -3.0450 -0.4380
C 1.8908 -1.6215 0.1485
H 2.5878 -0.7811 0.0687
H 1.7140 -1.8349 1.2102
I 1.5629 -1.7684 -7.8174
C 1.6066 -2.2904 -3.6957
H 1.0275 -3.1909 -3.8500
H 2.6851 -2.3540 -3.7141

LUMO energy (alpha / beta): 3.94 / 3.93 eV
Net charge: -2
2S+1: 2
Gap between HOMO and LUMO (alpha / beta): 4.52 / 4.61 eV
Expectation value of S²: 0.791

---

The following is a quantum chemistry calculation of a structure of composition C10H22ClLi2O7 in a non-equilibrium geometry, from OMol25.

Geometry (Å):
Li -9.9824 -4.6618 -14.7890
Li -11.0535 -12.5083 -16.3229
Cl -8.4444 -8.4165 -15.5202
O -9.1864 -9.6867 -15.5523
O -9.0303 -7.5043 -16.5024
O -8.6088 -7.6889 -14.3097
O -7.0294 -8.6999 -15.7284
C -5.0241 -10.9991 -10.0268
C -5.4561 -9.7370 -9.2935
C -6.9450 -9.8503 -9.4269
O -7.2023 -11.1343 -9.0896
C -6.1808 -11.9301 -9.7044
H -4.0792 -11.4618 -9.7422
H -5.1029 -10.7225 -11.0782
H -4.9116 -8.8960 -9.7229
H -5.0375 -10.0267 -8.3297
H -7.3926 -9.5976 -10.3881
H -7.5106 -9.1930 -8.7664
H -6.5967 -12.4263 -10.5813
H -5.8160 -12.6276 -8.9504
C -13.0760 -8.0336 -9.2842
C -12.7248 -8.8406 -10.5115
C -12.1246 -10.1068 -9.9455
O -11.5014 -9.7066 -8.7543
C -11.9385 -8.3552 -8.3836
H -14.0198 -8.3191 -8.8196
H -13.1668 -6.9880 -9.5786
H -11.9029 -8.3658 -11.0473
H -13.5341 -9.0547 -11.2096
H -11.3782 -10.5359 -10.6140
H -12.8920 -10.8486 -9.7246
H -11.0419 -7.7361 -8.4149
H -12.2011 -8.1869 -7.3391
C -8.3177 -13.0552 -19.6757
C -8.9649 -14.3622 -19.4424
O -10.1446 -14.1801 -18.6921
H -7.5660 -13.0422 -20.4649
H -8.1587 -12.5822 -18.7066
H -9.1000 -12.4103 -20.0759
H -8.3769 -15.0624 -18.8490
H -9.1208 -14.8933 -20.3814
H -10.6561 -14.9790 -18.8397

LUMO energy: -4.46 eV
Net charge: +1
Gap between HOMO and LUMO: 6.34 eV

---

The following is a quantum chemistry calculation of a structure of composition CH9NO2 in a non-equilibrium geometry, from OMol25.

Geometry (Å):
H 0.5558 -0.7264 1.4274
O 1.1364 -1.4349 2.0790
N -0.0625 -0.0902 0.3965
H 0.6552 -1.7217 2.8669
H -0.9419 -0.5801 0.5407
H 0.2431 -0.3001 -0.5459
C -0.3432 1.3695 0.4809
H 0.5711 1.9316 0.2622
H -1.2197 1.6331 -0.0932
H -0.5773 1.4860 1.5531
O -0.5795 0.1673 -2.7453
H -1.2154 0.1091 -3.4680
H 0.1681 0.7513 -2.8539

LUMO energy: 0.44 eV
Net charge: 0
Gap between HOMO and LUMO: 9.59 eV
Energy above the lowest of the compared OMol25 structures with the same formula, charge and spin: 14.4 kcal per mole

---

The following is a quantum chemistry calculation of the ion C10H15O3S with charge -1 in a non-equilibrium geometry, from OMol25.

Geometry (Å):
C -0.6717 -1.7915 0.3028
C -0.2704 -2.9210 0.8419
C -1.9037 -0.9906 0.2928
C -1.1158 0.3059 -1.7183
C 0.3797 0.0633 -1.8025
C -1.4666 0.3958 -0.1791
C 0.8808 0.0533 -0.3987
C -0.1445 0.9014 0.4154
C 0.1346 0.5601 1.8565
C 0.2106 2.3266 0.0823
O 3.1286 -0.2316 -1.4881
O 2.9214 0.9193 0.7253
O 2.7996 -1.5695 0.5229
S 2.5809 -0.2449 -0.1137
H 0.7197 -3.1641 0.6965
H -1.0211 -3.5781 1.4506
H -2.6815 -1.3852 -0.3614
H -2.2624 -0.8916 1.2965
H -1.3678 1.3503 -2.0701
H -1.7146 -0.4388 -2.3058
H 0.6648 -0.9908 -2.2851
H 0.8587 0.8529 -2.3710
H -2.3425 1.0659 -0.0760
H -0.6225 -0.1290 2.1410
H 0.1863 1.3451 2.5559
H 1.0556 0.0966 1.9994
H 0.8651 2.4154 -0.8371
H 0.8366 2.7022 0.8382
H -0.6378 2.9724 -0.0113

LUMO energy (alpha / beta): 3.37 / 3.21 eV
Net charge: -1
Gap between HOMO and LUMO (alpha / beta): 7.87 / 7.26 eV
Energy above the lowest of the compared OMol25 structures with the same formula, charge and spin: 90.3 kcal per mole